1.
The following is a quantum chemistry calculation of a molecular structure, C78H64BrClF15GeN6O7S3SeSiTi in a non-equilibrium geometry, from OMol25.

As for the spin multiplicity: 2. For the energy above the lowest of the compared OMol25 structures with the same formula, charge and spin, the calculation gives 20.6 kcal per mole. For the total energy, the calculation gives -15210.25667 Ha. For the HOMO energy (alpha / beta), the calculation gives -0.0700 / -0.0732 Ha. As for the expectation value of S²: 0.783. The value obtained for the lowest unoccupied orbital energy (alpha / beta) is 3.45 / 3.45 eV. As for the net charge: -2. The calculation puts the frontier orbital gap (alpha / beta) at 0.1969 / 0.2000 Eh.

Positions of all 179 atoms, in Å:
Ti 0.134 -0.073 0.249
O -1.602 -1.891 -0.083
C -0.951 -1.852 -1.149
O -0.205 -0.838 -1.399
C -1.009 -2.942 -2.132
C -2.104 -3.802 -2.068
C -2.217 -4.899 -2.891
C -1.196 -5.155 -3.809
C -0.125 -4.306 -3.908
C 0.015 -3.173 -3.083
S 1.421 -2.230 -3.251
H -2.867 -3.565 -1.339
H -3.071 -5.558 -2.825
H -1.243 -6.040 -4.434
H 0.667 -4.496 -4.618
Se -0.347 2.913 4.030
N 0.952 4.009 3.440
C 1.349 3.561 2.246
C 2.303 4.154 1.422
C 2.587 3.525 0.213
C 1.940 2.365 -0.157
N 0.988 1.765 0.595
C 0.690 2.353 1.776
N -0.256 1.875 2.570
H 2.790 5.069 1.724
H 3.319 3.948 -0.457
H 2.202 1.876 -1.084
N 2.348 0.061 2.075
S 2.464 -0.883 3.306
C 2.000 0.080 4.790
C 2.621 1.281 5.083
C 2.168 2.045 6.144
C 1.095 1.608 6.902
C 0.478 0.403 6.607
C 0.929 -0.365 5.545
C 4.253 -0.913 3.716
C 5.149 -0.471 2.761
C 6.507 -0.525 3.021
C 6.963 -1.044 4.220
C 6.059 -1.506 5.163
C 4.701 -1.440 4.913
H 2.832 0.945 2.211
H 3.453 1.625 4.484
H 2.646 2.988 6.362
H 0.735 2.212 7.722
H -0.353 0.062 7.206
H 0.443 -1.290 5.279
H 4.774 -0.093 1.819
H 7.209 -0.169 2.283
H 8.024 -1.084 4.426
H 6.416 -1.923 6.092
H 3.980 -1.789 5.635
F 0.097 -3.713 4.121
C -1.074 -4.026 4.682
C -2.230 -3.405 4.239
C -3.415 -3.816 4.830
F -4.567 -3.244 4.423
C -3.464 -4.770 5.834
F -4.632 -5.145 6.386
C -2.279 -5.346 6.284
F -2.292 -6.255 7.276
C -1.075 -4.971 5.698
F 0.072 -5.534 6.121
Ge -2.238 -1.836 2.908
S -0.320 -0.982 2.610
C -3.783 -2.504 1.787
C -3.563 -3.730 1.187
F -2.385 -4.331 1.406
C -4.535 -4.377 0.435
F -4.327 -5.589 -0.107
C -5.775 -3.767 0.273
F -6.740 -4.378 -0.436
C -6.026 -2.543 0.877
F -7.245 -1.990 0.761
C -5.029 -1.928 1.630
F -5.335 -0.793 2.263
C -2.976 -0.374 4.120
C -3.239 0.825 3.477
F -3.316 0.789 2.144
C -3.427 2.025 4.146
F -3.708 3.162 3.492
C -3.331 2.044 5.535
F -3.507 3.188 6.216
C -3.029 0.871 6.208
F -2.927 0.879 7.552
C -2.839 -0.306 5.493
F -2.513 -1.417 6.191
C -0.796 0.351 -7.360
C -0.292 0.333 -5.912
C -0.929 -0.860 -5.194
C 1.217 0.083 -5.956
Si -0.680 1.982 -4.930
Br -0.153 1.734 -2.642
C -2.587 2.450 -4.938
C -2.981 3.248 -6.187
C -3.465 1.199 -4.867
C -2.946 3.273 -3.698
C 0.503 3.490 -5.404
C 0.440 3.849 -6.891
C 1.965 3.188 -5.057
C 0.097 4.722 -4.593
H -0.494 -0.572 -7.856
H -0.373 1.183 -7.917
H -1.880 0.421 -7.411
H -0.479 -1.786 -5.547
H -1.998 -0.927 -5.366
H -0.751 -0.805 -4.126
H 1.414 -0.901 -6.379
H 1.644 0.096 -4.959
H 1.716 0.819 -6.578
H -2.628 2.764 -7.094
H -2.569 4.254 -6.150
H -4.068 3.335 -6.238
H -3.436 0.619 -5.786
H -4.497 1.494 -4.685
H -3.163 0.577 -4.031
H -2.207 4.027 -3.471
H -3.034 2.635 -2.827
H -3.910 3.754 -3.854
H 0.736 3.005 -7.506
H 1.127 4.670 -7.097
H -0.558 4.157 -7.191
H 2.411 2.512 -5.777
H 2.051 2.745 -4.071
H 2.539 4.114 -5.068
H -0.922 5.024 -4.813
H 0.755 5.558 -4.829
H 0.183 4.508 -3.533
C -3.416 6.260 -2.050
C -2.697 6.490 -0.757
C -2.358 7.779 -0.388
C -1.688 8.021 0.798
Cl -1.282 9.657 1.217
C -1.356 6.987 1.648
C -1.682 5.693 1.283
C -2.337 5.418 0.082
O -2.660 4.168 -0.337
C -2.015 3.112 0.344
C -2.239 1.696 -0.252
O -3.126 1.438 -1.035
O -1.401 0.846 0.238
H -4.045 7.114 -2.295
H -4.021 5.362 -1.988
H -2.699 6.120 -2.857
H -2.613 8.605 -1.037
H -0.847 7.175 2.581
H -1.408 4.910 1.970
H -2.361 3.049 1.383
H -0.936 3.298 0.339
O 4.019 0.526 -1.732
C 3.512 -0.420 -1.170
N 4.173 -1.628 -0.980
C 3.315 -2.595 -0.333
C 2.096 -1.700 -0.094
O 1.053 -2.012 0.497
N 2.278 -0.483 -0.564
C 3.005 -3.840 -1.148
C 3.958 -4.369 -2.008
C 3.694 -5.523 -2.725
C 2.477 -6.166 -2.587
C 1.535 -5.661 -1.705
C 1.799 -4.511 -0.984
C 3.908 -3.117 0.966
C 3.092 -3.622 1.970
C 3.650 -4.157 3.117
C 5.025 -4.203 3.271
C 5.842 -3.718 2.265
C 5.287 -3.170 1.122
H 4.821 -1.911 -1.700
H 4.914 -3.880 -2.143
H 4.445 -5.910 -3.402
H 2.259 -7.052 -3.171
H 0.576 -6.148 -1.594
H 1.044 -4.105 -0.327
H 2.019 -3.584 1.865
H 3.002 -4.532 3.896
H 5.461 -4.614 4.173
H 6.918 -3.758 2.373
H 5.930 -2.779 0.348



2.
The following is a quantum chemistry calculation of 13 unconnected molecules or ions with the total composition C78H65N13O26 in a non-equilibrium geometry, from OMol25.

For the energy above the lowest of the compared OMol25 structures with the same formula, charge and spin, the calculation gives 195.9 kcal per mole. For the total energy, the calculation gives -5677.91510 Ha. For the HOMO energy, the calculation gives -0.3593 Ha. The value obtained for the lowest unoccupied orbital energy is -0.92 eV. The calculation puts the frontier orbital gap at 0.3256 Eh.

Positions of all 182 atoms, in Å:
C -2.687 15.144 -2.729
C -2.373 13.762 -2.739
C -2.638 12.984 -1.615
C -3.328 13.548 -0.521
C -3.711 14.853 -0.491
C -3.420 15.693 -1.619
N -3.512 12.612 0.659
O -4.078 13.129 1.618
O -3.017 11.494 0.591
H -2.326 15.669 -3.600
H -1.948 13.236 -3.581
H -2.441 11.930 -1.748
H -4.327 15.312 0.268
H -3.772 16.709 -1.525
C 16.632 22.707 -13.431
C 15.295 23.023 -13.159
C 14.348 21.973 -13.172
C 14.804 20.655 -13.401
C 16.184 20.398 -13.559
C 17.101 21.426 -13.449
N 13.891 19.502 -13.527
O 12.691 19.755 -13.705
O 14.346 18.363 -13.524
H 17.231 23.606 -13.459
H 15.037 24.058 -12.993
H 13.301 22.158 -12.984
H 16.488 19.365 -13.637
H 18.160 21.213 -13.425
C 10.196 9.543 -12.019
C 11.424 10.235 -11.740
C 11.954 10.245 -10.428
C 11.287 9.473 -9.438
C 10.114 8.792 -9.766
C 9.602 8.749 -11.052
N 11.914 9.329 -8.090
O 11.284 8.762 -7.218
O 13.098 9.694 -7.943
H 9.827 9.620 -13.031
H 11.933 10.802 -12.505
H 12.742 10.943 -10.189
H 9.513 8.287 -9.024
H 8.742 8.175 -11.365
C 8.481 13.823 -1.845
C 9.348 13.654 -0.811
C 9.145 14.400 0.401
C 8.145 15.416 0.361
C 7.310 15.688 -0.777
C 7.497 14.778 -1.857
N 7.957 16.187 1.646
O 8.561 15.794 2.691
O 7.180 17.122 1.622
H 8.568 13.162 -2.694
H 10.226 13.039 -0.946
H 9.848 14.328 1.217
H 6.585 16.476 -0.917
H 6.951 14.807 -2.789
C 7.049 22.746 -9.550
C 6.998 21.620 -8.767
C 6.757 21.763 -7.418
C 6.629 23.030 -6.795
C 6.734 24.122 -7.655
C 7.085 24.055 -9.006
N 6.394 23.235 -5.349
O 6.515 22.238 -4.651
O 6.315 24.377 -4.905
H 7.110 22.664 -10.625
H 7.039 20.634 -9.207
H 6.655 20.939 -6.727
H 6.530 25.087 -7.216
H 7.315 24.934 -9.589
C 0.860 23.012 -14.254
C 1.619 21.931 -13.844
C 1.573 21.469 -12.579
C 0.716 22.163 -11.583
C -0.061 23.174 -12.037
C -0.024 23.636 -13.389
N 0.669 21.716 -10.152
O 1.000 20.572 -9.888
O 0.445 22.486 -9.247
H 0.902 23.340 -15.283
H 2.280 21.533 -14.600
H 2.182 20.615 -12.320
H -0.686 23.690 -11.322
H -0.684 24.448 -13.658
C 2.926 15.097 -25.177
C 2.325 15.990 -25.986
C 1.001 16.383 -25.816
C 0.289 15.821 -24.743
C 0.977 14.940 -23.811
C 2.325 14.623 -24.043
N -1.176 16.012 -24.569
O -1.806 16.384 -25.532
O -1.686 15.730 -23.513
H 3.931 14.891 -25.516
H 2.897 16.362 -26.823
H 0.448 16.977 -26.529
H 0.486 14.554 -22.929
H 2.826 13.895 -23.423
C -8.361 20.601 -6.761
C -9.041 19.385 -6.557
C -8.477 18.187 -7.029
C -7.315 18.268 -7.804
C -6.767 19.506 -8.154
C -7.293 20.721 -7.653
N -6.693 16.999 -8.255
O -5.656 17.152 -8.985
O -7.256 15.923 -8.088
H -8.691 21.475 -6.219
H -9.989 19.350 -6.041
H -8.946 17.269 -6.708
H -5.929 19.578 -8.832
H -6.775 21.639 -7.886
C 5.633 23.343 -25.527
C 4.650 23.816 -24.593
C 4.190 23.028 -23.582
C 4.646 21.717 -23.446
C 5.557 21.229 -24.339
C 6.009 22.015 -25.442
N 4.182 20.804 -22.383
O 4.966 19.962 -21.956
O 2.971 20.842 -22.089
H 5.888 24.009 -26.338
H 4.354 24.848 -24.714
H 3.490 23.576 -22.969
H 5.847 20.193 -24.238
H 6.505 21.478 -26.237
C -4.930 6.529 -13.105
C -4.688 7.658 -12.379
C -4.725 7.717 -10.983
C -5.101 6.609 -10.259
C -5.442 5.412 -10.949
C -5.381 5.392 -12.363
N -5.229 6.695 -8.733
O -4.735 7.696 -8.237
O -5.666 5.756 -8.087
H -5.027 6.524 -14.181
H -4.439 8.558 -12.922
H -4.407 8.540 -10.360
H -5.833 4.569 -10.397
H -5.835 4.603 -12.945
C 11.763 18.412 -19.735
C 13.000 17.852 -20.068
C 14.077 18.796 -20.226
C 13.904 20.211 -20.211
C 12.613 20.711 -20.059
C 11.554 19.814 -19.841
N 15.041 21.235 -20.346
O 16.104 20.800 -20.665
O 14.890 22.455 -20.147
H 10.861 17.820 -19.781
H 13.117 16.779 -20.119
H 15.065 18.402 -20.413
H 12.522 21.782 -20.167
H 10.543 20.190 -19.881
C 3.315 7.500 -4.730
C 2.380 6.905 -5.522
C 2.509 5.593 -5.965
C 3.681 4.881 -5.646
C 4.564 5.394 -4.746
C 4.365 6.683 -4.221
N 3.838 3.545 -6.219
O 4.899 2.934 -6.045
O 2.974 3.105 -6.959
H 3.243 8.544 -4.464
H 1.681 7.475 -6.116
H 1.802 5.182 -6.670
H 5.381 4.791 -4.377
H 5.155 7.027 -3.570
C 4.790 14.573 -14.805
C 5.613 14.472 -13.677
C 5.045 14.337 -12.441
C 3.644 14.182 -12.327
C 2.842 14.264 -13.520
C 3.454 14.402 -14.749
N 2.972 13.886 -11.083
O 1.743 13.567 -11.236
O 3.607 13.658 -10.107
H 5.302 14.718 -15.745
H 6.693 14.499 -13.665
H 5.767 14.098 -11.674
H 1.770 14.168 -13.434
H 2.893 14.485 -15.668